Entry 1:
A structure of composition C62H47BCsF8N7O4P2S. Source: OMol25; level of theory: wB97M-V/def2-TZVPD.

Atoms and positions in Å:
Cs 0.129 -0.050 -0.562
C -6.442 -0.274 -3.825
C -6.690 -0.427 -2.331
N -5.716 0.317 -1.535
C -6.105 1.636 -1.065
C -6.877 1.568 0.247
C -4.520 -0.231 -1.255
S -3.372 0.658 -0.322
N -4.285 -1.454 -1.719
C -3.067 -1.933 -1.406
O -2.215 -1.275 -0.772
C -2.729 -3.319 -1.826
C -1.521 -3.878 -1.420
C -1.216 -5.186 -1.763
C -2.103 -5.932 -2.525
C -3.301 -5.369 -2.949
C -3.617 -4.068 -2.594
H -7.185 -0.832 -4.397
H -5.454 -0.659 -4.074
H -6.493 0.775 -4.124
H -6.639 -1.476 -2.048
H -7.679 -0.049 -2.061
H -6.713 2.099 -1.846
H -5.210 2.248 -0.946
H -7.755 0.926 0.147
H -7.210 2.562 0.547
H -6.239 1.166 1.035
H -0.814 -3.303 -0.839
H -0.282 -5.621 -1.427
H -1.858 -6.952 -2.798
H -3.985 -5.942 -3.561
H -4.546 -3.614 -2.911
N 0.158 4.972 -1.854
C -0.547 3.896 -2.554
C -0.107 2.465 -2.176
O 0.643 2.362 -1.168
O -0.564 1.525 -2.853
H 1.058 5.105 -2.303
H 0.416 4.582 -0.948
H -0.457 4.017 -3.634
H -1.618 3.951 -2.329
O 2.445 2.716 2.447
C 1.951 3.987 2.606
C 2.787 5.050 2.895
C 2.255 6.329 2.961
C 0.903 6.527 2.726
C 0.078 5.448 2.429
C 0.585 4.155 2.366
P -0.340 2.612 1.948
C -0.218 1.771 3.574
C -0.352 2.427 4.799
C -0.183 1.730 5.985
C 0.126 0.373 5.956
C 0.258 -0.288 4.745
C 0.089 0.414 3.557
C -2.050 3.271 1.905
C -3.049 2.919 2.810
C -4.341 3.406 2.657
C -4.649 4.258 1.607
C -3.665 4.601 0.687
C -2.382 4.098 0.827
C 3.112 2.055 3.447
C 3.174 2.487 4.759
C 3.842 1.700 5.690
C 4.436 0.509 5.310
C 4.358 0.088 3.985
C 3.696 0.851 3.036
P 3.354 0.359 1.301
C 4.353 -1.167 1.141
C 5.645 -1.213 0.626
C 6.277 -2.433 0.426
C 5.630 -3.617 0.750
C 4.348 -3.577 1.282
C 3.707 -2.361 1.466
C 4.362 1.594 0.391
C 5.427 2.303 0.943
C 6.116 3.242 0.188
C 5.748 3.481 -1.130
C 4.686 2.782 -1.686
C 3.992 1.850 -0.928
H 3.843 4.866 3.054
H 2.901 7.170 3.182
H 0.484 7.525 2.767
H -0.975 5.619 2.245
H -0.580 3.488 4.819
H -0.286 2.244 6.934
H 0.257 -0.170 6.885
H 0.462 -1.350 4.705
H 0.185 -0.119 2.618
H -2.818 2.253 3.631
H -5.110 3.116 3.364
H -5.655 4.648 1.498
H -3.898 5.252 -0.147
H -1.625 4.352 0.093
H 2.685 3.404 5.056
H 3.879 2.021 6.724
H 4.949 -0.103 6.042
H 4.805 -0.852 3.687
H 6.150 -0.295 0.350
H 7.271 -2.461 -0.004
H 6.107 -4.569 0.557
H 3.826 -4.496 1.519
H 2.682 -2.343 1.824
H 5.718 2.119 1.971
H 6.941 3.788 0.629
H 6.283 4.216 -1.719
H 4.382 2.974 -2.708
H 3.140 1.333 -1.354
F 0.569 -2.432 -3.707
C 0.654 -3.673 -4.190
C -0.307 -4.083 -5.062
F -1.272 -3.216 -5.378
C -0.336 -5.380 -5.640
C 0.738 -6.207 -5.218
C 1.703 -5.797 -4.353
F 2.656 -6.681 -4.026
C 1.734 -4.501 -3.777
C 2.742 -4.080 -2.884
C 2.706 -2.833 -2.200
N 2.721 -1.829 -1.635
C 3.890 -4.864 -2.571
N 4.854 -5.441 -2.310
F 0.817 -7.463 -5.682
C -1.338 -5.812 -6.532
C -2.419 -4.993 -6.966
N -3.305 -4.387 -7.390
C -1.386 -7.122 -7.088
N -1.498 -8.161 -7.579
F 0.550 -2.480 2.051
B -0.755 -2.889 2.446
F -1.164 -3.966 1.649
F -0.718 -3.267 3.802
F -1.625 -1.795 2.277

Largest force on an atom: 0.0372 Eh/bohr
Energy relative to the best compared isomer or geometry (same formula, charge and spin): 0.0 kcal per mole
DFT total energy: -5000.27408 Ha
Total charge: -2
E_HOMO (alpha / beta): -3.185 / -3.841 eV



Entry 2:
A structure of composition C14H17MnN5O10PS. Source: OMol25; level of theory: wB97M-V/def2-TZVPD.

Atoms and positions in Å:
Mn -0.155 0.405 -0.867
O 0.855 -3.292 0.153
C 0.702 -2.350 -0.580
O 0.073 -1.254 -0.149
C 1.185 -2.357 -1.995
C 1.702 -3.556 -2.465
C 2.137 -3.658 -3.767
C 2.082 -2.581 -4.635
C 1.604 -1.390 -4.152
C 1.123 -1.226 -2.837
O 0.628 -0.065 -2.479
N 1.601 -0.243 -5.070
O 2.045 0.805 -4.657
O 1.179 -0.439 -6.193
N 2.669 -4.935 -4.257
O 3.047 -4.978 -5.411
O 2.696 -5.867 -3.480
H 1.750 -4.405 -1.798
H 2.411 -2.674 -5.659
C -1.738 1.438 4.203
N -0.641 2.329 3.824
C 0.613 1.776 4.328
N 0.872 0.406 3.887
C -0.269 -0.434 4.260
N -1.552 0.058 3.757
C -1.646 -0.054 2.304
P -0.337 0.974 1.510
C -0.612 2.578 2.386
C 1.127 0.351 2.450
H -2.672 1.826 3.794
H -1.806 1.434 5.292
H 0.565 1.776 5.419
H 1.439 2.417 4.017
H -0.322 -0.463 5.349
H -0.103 -1.447 3.891
H -2.616 0.298 1.952
H -1.511 -1.090 1.991
H -1.556 3.006 2.055
H 0.179 3.282 2.130
H 2.008 0.948 2.207
H 1.321 -0.679 2.143
C -3.061 3.164 -2.289
S -2.036 2.725 -0.928
O -1.551 3.922 -0.304
O -2.754 1.790 -0.079
O -0.899 1.967 -1.614
H -3.905 3.722 -1.892
H -3.394 2.255 -2.782
H -2.476 3.783 -2.965

⟨S²⟩: 6.07
Largest force on an atom: 0.0046 Eh/bohr
Energy relative to the best compared isomer or geometry (same formula, charge and spin): 1.8 kcal per mole
DFT total energy: -3460.30333 Ha
Total charge: 0
E_HOMO (alpha / beta): -9.282 / -9.305 eV
Multiplicity: 5



Entry 3:
A structure of composition C44H46N7O3Se2TaTe. Source: OMol25; level of theory: wB97M-V/def2-TZVPD.

Atoms and positions in Å:
Ta 0.089 0.345 0.855
C -0.670 -0.335 4.263
N -0.903 -1.025 2.957
C -2.333 -1.388 2.878
C -0.021 -2.175 2.984
C -0.327 -3.279 3.767
C 0.616 -4.263 4.003
C 1.912 -4.069 3.542
C 2.198 -2.983 2.734
C 1.201 -2.084 2.349
N 1.371 -1.107 1.317
C 2.392 -1.419 0.339
C 2.748 -2.729 0.016
C 3.856 -2.998 -0.760
C 4.629 -1.950 -1.252
C 4.175 -0.656 -1.073
C 3.032 -0.404 -0.325
N 2.460 0.930 -0.277
C 2.182 1.382 -1.668
C 3.397 1.876 0.359
H -1.076 -0.956 5.067
H -1.174 0.622 4.268
H 0.390 -0.210 4.439
H -2.701 -1.709 3.854
H -2.480 -2.192 2.174
H -2.907 -0.520 2.580
H -1.309 -3.361 4.216
H 0.356 -5.137 4.588
H 2.703 -4.758 3.809
H 3.212 -2.834 2.394
H 2.156 -3.548 0.389
H 4.116 -4.025 -0.986
H 5.543 -2.139 -1.799
H 4.710 0.164 -1.536
H 3.113 1.512 -2.227
H 1.661 2.333 -1.632
H 1.583 0.640 -2.181
H 4.258 2.044 -0.292
H 3.747 1.483 1.308
H 2.896 2.827 0.523
Se -0.685 1.623 -3.569
Se -1.118 0.184 -1.758
C -0.446 -1.351 -2.727
C -1.306 -2.051 -3.558
C -0.784 -3.132 -4.252
C 0.556 -3.442 -4.102
C 1.328 -2.663 -3.252
N 0.834 -1.637 -2.554
C -0.607 3.257 -2.562
C -0.800 4.452 -3.245
C -0.714 5.631 -2.527
C -0.440 5.572 -1.169
C -0.268 4.332 -0.586
N -0.342 3.179 -1.266
H -2.343 -1.753 -3.658
H -1.413 -3.708 -4.920
H 1.005 -4.259 -4.650
H 2.389 -2.847 -3.131
H -1.018 4.447 -4.306
H -0.859 6.582 -3.026
H -0.359 6.469 -0.569
H -0.053 4.246 0.472
C -4.490 -5.109 0.186
N -3.907 -3.799 -0.104
N -2.548 -3.559 -0.060
C -2.348 -2.198 -0.026
O -1.194 -1.675 0.039
C -3.628 -1.604 -0.088
C -4.553 -2.622 -0.102
C -6.041 -2.552 -0.077
C -1.596 -4.570 -0.400
C -0.356 -4.589 0.222
C 0.574 -5.550 -0.152
C 0.266 -6.495 -1.121
C -0.979 -6.468 -1.734
C -1.907 -5.500 -1.386
H -3.711 -5.787 0.517
H -4.972 -5.528 -0.695
H -5.226 -5.012 0.980
H -3.828 -0.546 -0.119
H -6.367 -1.547 -0.330
H -6.423 -2.793 0.918
H -6.485 -3.256 -0.781
H -0.131 -3.865 0.994
H 1.544 -5.575 0.330
H 0.990 -7.254 -1.389
H -1.230 -7.204 -2.488
H -2.865 -5.471 -1.893
Te 1.178 1.926 2.772
C 0.427 3.908 2.848
C -0.808 4.218 3.404
C -1.212 5.548 3.461
C -0.380 6.558 2.994
C 0.870 6.241 2.476
C 1.277 4.915 2.402
H -1.456 3.444 3.786
H -2.179 5.790 3.884
H -0.695 7.592 3.058
H 1.536 7.022 2.131
H 2.253 4.674 1.997
O -2.359 1.666 2.733
C -2.466 1.884 1.557
O -1.613 1.410 0.642
H -3.292 2.476 1.158

Largest force on an atom: 0.0276 Eh/bohr
Energy relative to the best compared isomer or geometry (same formula, charge and spin): 66.9 kcal per mole
DFT total energy: -7440.72297 Ha
Total charge: +2
E_HOMO: -12.761 eV